(1)
ORCA calculation (the ωB97M-V functional and the def2-TZVPD basis) on C25H47AsBrGeN2OS5Tc as an isolated structure.

Geometry as ORCA input:
```
! RIJCOSX wB97M-V def2-TZVPD def2/J DEFGRID3
* xyz 4 1
Tc -2.101 -0.787 0.137
C 3.081 2.103 4.805
C 1.804 2.934 4.669
C 0.962 2.813 6.029
C 2.145 4.426 4.452
C 0.810 2.426 3.737
C 0.898 1.031 3.251
C -0.004 0.592 2.377
Br 0.003 -1.185 1.728
C -1.140 1.448 1.925
O -1.980 0.984 1.162
C -1.265 2.852 2.461
C -0.297 3.234 3.331
C -2.414 3.776 2.109
C -3.408 3.653 3.298
C -3.162 3.459 0.807
C -1.902 5.230 2.028
H 3.716 2.567 5.557
H 3.648 2.082 3.872
H 2.894 1.084 5.145
H 1.655 3.190 6.783
H 0.707 1.781 6.266
H 0.066 3.431 6.023
H 2.871 4.709 5.213
H 1.291 5.092 4.562
H 2.597 4.579 3.472
H 1.698 0.398 3.608
H -0.341 4.235 3.733
H -3.806 2.641 3.395
H -4.245 4.324 3.102
H -2.947 3.946 4.241
H -3.755 2.550 0.872
H -2.494 3.401 -0.055
H -3.857 4.276 0.624
H -1.550 5.618 2.983
H -2.733 5.865 1.727
H -1.110 5.336 1.285
S -1.995 -1.722 -3.340
As -3.836 -0.600 -3.026
S -3.854 0.266 -1.102
S -0.850 -1.379 -1.620
S -5.163 -0.515 -4.486
C -3.300 -4.771 4.085
N -3.281 -3.679 3.089
C -2.912 -3.705 1.828
S -3.502 -2.327 0.807
N -2.279 -4.668 1.192
C -1.753 -5.954 1.691
H -4.020 -4.492 4.848
H -2.325 -4.897 4.550
H -3.630 -5.697 3.628
H -3.763 -2.838 3.371
H -2.208 -4.538 0.193
H -1.302 -5.830 2.668
H -0.988 -6.279 0.993
H -2.538 -6.706 1.725
C 3.520 1.225 -7.488
C 2.274 1.202 -6.614
C 2.494 0.383 -5.337
C 1.202 0.354 -4.471
Ge 1.772 -0.658 -2.953
C 2.352 -2.469 -3.204
C 1.460 -3.275 -4.158
C 2.063 -4.646 -4.484
C 3.334 -4.557 -5.317
H 3.332 1.784 -8.403
H 3.828 0.217 -7.769
H 4.357 1.703 -6.976
H 1.434 0.770 -7.165
H 1.985 2.219 -6.341
H 3.330 0.824 -4.779
H 2.792 -0.633 -5.613
H 0.394 -0.148 -5.005
H 0.888 1.359 -4.196
H 2.150 0.076 -1.659
H 2.497 -2.965 -2.243
H 3.354 -2.346 -3.640
H 1.318 -2.723 -5.093
H 0.469 -3.412 -3.710
H 1.313 -5.226 -5.025
H 2.257 -5.186 -3.553
H 3.161 -4.008 -6.244
H 3.683 -5.553 -5.586
H 4.155 -4.075 -4.780
*
```

Properties
* HOMO-LUMO gap: 4.559 eV
* energy: -10122.5038 a.u.

***

(2)
ORCA calculation (the ωB97M-V functional and the def2-TZVPD basis) on a 2-piece molecular cluster, C4H4N2O overall.

Geometry as ORCA input:
```
! RIJCOSX wB97M-V def2-TZVPD def2/J DEFGRID3
* xyz 0 1
O 2.456 -1.225 -0.021
C 1.287 -0.929 -0.021
C 0.922 0.568 0.045
C -0.381 0.570 0.029
N -1.414 -0.107 -0.018
C -0.997 -1.444 -0.076
N 0.223 -1.843 -0.079
H 1.685 1.325 0.095
H -0.976 2.635 -0.289
H -0.993 2.607 0.456
H -1.813 -2.158 -0.121
*
```

Properties
* SMILES: O=C1C=C=NC=N1.[H][H]
* HOMO-LUMO gap: 8.425 eV
* ΔE to the lowest compared entry with this formula, charge and spin: 380.8 kJ/mol
* energy: -339.4366 a.u.

***

(3)
ORCA calculation (the ωB97M-V functional and the def2-TZVPD basis) on a 7-piece molecular cluster, H14O7 overall in a non-equilibrium geometry.

Geometry as ORCA input:
```
! RIJCOSX wB97M-V def2-TZVPD def2/J DEFGRID3
* xyz 0 1
H 0.717 -0.107 -0.046
H 0.924 -1.573 0.297
H 0.230 -2.305 2.501
H 0.562 -0.876 2.102
H 1.043 1.037 2.785
H 1.997 0.693 3.917
H 2.999 1.239 -0.355
H 2.823 -0.242 -0.652
H -0.317 1.446 -1.264
H -0.634 -0.024 -1.043
H -3.862 -1.388 -0.660
H -2.793 -1.095 0.379
H -0.578 2.104 -3.862
H -1.827 2.071 -2.996
O 1.171 -0.685 0.578
O -0.108 -1.403 2.551
O 1.688 0.375 3.062
O 2.327 0.550 -0.416
O -0.884 0.735 -1.583
O -2.907 -1.386 -0.533
O -1.447 1.692 -3.796
*
```

Properties
* SMILES: O.O.O.O.O.O.O
* HOMO-LUMO gap: 10.033 eV
* ΔE to the lowest compared entry with this formula, charge and spin: 427.9 kJ/mol
* energy: -534.9608 a.u.